This record from OMol25 describes the molecule C3H5N3OS at a distorted geometry. The level of theory is ωB97M-V/def2-TZVPD.

Last columns: bonded neighbours and bond lengths (Å).
Positions of all 13 atoms, in Å:
1 C -0.232 0.921 -0.104  C3 1.377, N9 1.372, O12 1.372
2 C 1.508 -0.552 -0.154  N10 1.247, N11 1.363, O12 1.436
3 C -0.761 -0.350 -0.126  C1 1.377, N11 1.372, S13 1.720
4 H -1.824 2.138 -0.097  N9 1.003
5 H -0.303 3.014 -0.270  N9 1.069
6 H 3.010 -1.770 0.008  N10 1.024
7 H 0.294 -2.298 -0.044  N11 1.097
8 H -2.650 -1.125 1.108  S13 1.289
9 N -0.832 2.144 0.055  C1 1.372, H4 1.003, H5 1.069
10 N 2.713 -0.792 0.058  C2 1.247, H6 1.024
11 N 0.312 -1.205 -0.125  C2 1.363, C3 1.372, H7 1.097
12 O 1.136 0.835 -0.169  C1 1.372, C2 1.436
13 S -2.370 -0.960 -0.139  C3 1.720, H8 1.289

Calculated values
E, eV: -20544.0198
HOMO-LUMO gap, eV: 7.9
Multiplicity: 1
E_HOMO, eV: -7.31
ΔE to the lowest compared entry with this formula, charge and spin, kJ/mol: 158.2
E_LUMO, eV: 0.6
Structure (SMILES): [H]/N=c1\[nH]c(S)c(N)o1